--- 1 ---
A 2-piece molecular cluster, C3H9N3O2 overall, computed with ωB97M-V/def2-TZVPD.

Geometry as XYZ:
```
17
C3H9N3O2 | the Open Molecules 2025 dataset | ωB97M-V/def2-TZVPD
C -0.13 2.92 -1.33
N 0.56 1.67 -1.57
C 0.68 0.74 -0.63
N 1.46 -0.29 -0.70
H -0.56 3.28 -2.26
H 0.56 3.69 -0.99
H -0.89 2.75 -0.58
H 1.12 1.58 -2.40
H 0.08 0.86 0.28
H 2.00 -0.45 -1.54
H 1.29 -1.05 0.06
N -1.46 -1.99 0.31
C -0.64 -1.19 1.13
O 0.56 -1.58 1.23
O -1.14 -0.15 1.58
H -1.22 -2.96 0.19
H -2.44 -1.77 0.41
```

Results
LUMO in eV: 0.37
Gap between HOMO and LUMO in eV: 8.90


--- 2 ---
A 2-piece molecular cluster, C3H9N3O2 overall, computed with ωB97M-V/def2-TZVPD.

Geometry as XYZ:
```
17
C3H9N3O2 | the Open Molecules 2025 dataset | ωB97M-V/def2-TZVPD
C 1.62 -0.28 2.00
N 0.21 -0.07 1.69
C -0.13 1.05 1.11
N 0.68 2.21 1.02
H 2.38 0.24 1.43
H 1.77 -1.37 1.86
H 1.77 -0.09 3.08
H -1.07 1.06 0.53
H 0.25 3.10 0.89
H 1.50 2.21 1.63
N -2.01 -0.85 -2.86
C -1.26 -1.33 -1.85
O -1.66 -1.99 -0.89
O 0.08 -1.10 -2.01
H -2.98 -1.10 -2.87
H -1.62 -0.31 -3.63
H 0.48 -1.37 -1.12
```

Results
SMILES: C/N=C\N.NC(=O)O
LUMO in eV: 0.77
Gap between HOMO and LUMO in eV: 9.56


Relative energy table, unit kcal/mol: 1 0.0; 2 4.9


--- 1 ---
C3H9N3O2 as an isolated structure, computed with ωB97M-V/def2-TZVPD.

Geometry as XYZ:
```
17
C3H9N3O2 | the Open Molecules 2025 dataset | ωB97M-V/def2-TZVPD
C -1.23 0.65 -0.63
C 1.54 -0.30 -0.84
N 1.03 -0.83 0.22
N 1.54 -0.44 1.45
C -0.67 -1.12 0.15
O -0.62 1.58 0.28
O -1.11 1.07 -1.98
N -1.27 -1.33 1.25
H -1.05 2.44 0.18
H -0.17 1.08 -2.19
H -2.31 0.57 -0.46
H 1.21 -1.06 2.18
H 1.28 0.53 1.67
H -0.98 -0.73 2.01
H 2.46 0.27 -0.78
H 1.16 -0.60 -1.80
H -0.81 -1.78 -0.70
```

Results
LUMO (alpha / beta) in eV: -0.48 / -0.49
Gap between HOMO and LUMO (alpha / beta) in eV: 6.53 / 6.53


--- 2 ---
A 2-piece molecular cluster, C3H9N3O2 overall, computed with ωB97M-V/def2-TZVPD.

Geometry as XYZ:
```
17
C3H9N3O2 | the Open Molecules 2025 dataset | ωB97M-V/def2-TZVPD
C 2.15 -0.76 1.03
N 1.16 -0.13 0.19
N 1.72 0.34 -1.04
N 0.86 -0.64 -1.46
H 1.93 -0.51 2.06
H 2.12 -1.85 0.93
H 3.18 -0.45 0.79
H 1.37 1.27 -1.27
H 1.37 -1.52 -1.40
C -2.02 1.07 -0.59
C -2.46 0.13 0.53
O -3.60 -0.01 0.88
O -1.46 -0.54 1.13
H -2.89 1.55 -1.01
H -1.34 1.82 -0.19
H -1.50 0.50 -1.36
H -0.58 -0.28 0.78
```

Results
SMILES: Cn1[nH][nH]1.CC(=O)O
LUMO in eV: -0.07
Gap between HOMO and LUMO in eV: 9.75


Relative energy table, unit kcal/mol: 1 32.6; 2 0.0


--- 1 ---
An isolated ion of composition C4H7O2S and charge -1, computed with ωB97M-V/def2-TZVPD.

Geometry as XYZ:
```
14
C4H7O2S | the Open Molecules 2025 dataset | ωB97M-V/def2-TZVPD
O -1.72 -1.72 2.41
C -0.64 -1.50 1.80
O 0.47 -2.02 2.07
C -0.80 -0.53 0.62
C 0.55 -0.14 -0.06
C 0.22 0.92 -1.11
S 1.74 2.05 -1.28
H -1.36 0.33 0.97
H -1.38 -1.16 -0.06
H 1.23 0.24 0.69
H 0.86 -1.09 -0.49
H 0.15 0.51 -2.11
H -0.64 1.57 -0.99
H 1.32 2.55 -2.45
```

Results
SMILES: O=C([O-])CCCS
LUMO in eV: 2.94
Gap between HOMO and LUMO in eV: 6.79
Total charge: -1


--- 2 ---
A 2-piece molecular cluster, C4H7O2S overall, computed with ωB97M-V/def2-TZVPD.

Geometry as XYZ:
```
14
C4H7O2S | the Open Molecules 2025 dataset | ωB97M-V/def2-TZVPD
C -3.04 0.30 0.77
C 0.55 0.95 0.63
C 1.14 -0.59 -1.35
C 0.75 -0.48 0.11
O -2.41 1.17 0.36
O -3.74 -0.52 1.21
S 1.85 -1.52 1.04
H 0.23 0.84 1.67
H 1.53 1.40 0.59
H -0.25 1.49 0.16
H 2.16 -0.32 -1.48
H 0.32 -0.20 -2.01
H 1.15 -1.62 -1.86
H -0.23 -0.90 0.17
```

Results
LUMO in eV: 2.84
Gap between HOMO and LUMO in eV: 5.04
Total charge: -1


Relative energy table, unit kcal/mol: 1 0.0; 2 7.7


--- 1 ---
C23H22ClN3O5Pd as an isolated structure, computed with ωB97M-V/def2-TZVPD.

Geometry as XYZ:
```
55
C23H22ClN3O5Pd | the Open Molecules 2025 dataset | ωB97M-V/def2-TZVPD
Pd 1.13 0.15 -0.11
N 3.14 -0.14 0.05
C 3.96 0.79 0.77
C 4.90 0.31 1.67
C 5.70 1.19 2.37
C 5.55 2.55 2.16
C 4.60 3.02 1.27
C 3.78 2.15 0.54
C 2.71 2.69 -0.34
C 2.89 3.97 -0.87
C 1.86 4.67 -1.47
C 0.61 4.09 -1.54
C 0.42 2.79 -1.08
C 1.47 2.06 -0.54
H 3.20 -1.08 0.46
H 3.45 -0.21 -0.92
H 4.99 -0.76 1.82
H 6.42 0.82 3.08
H 6.15 3.26 2.71
H 4.47 4.09 1.17
H 3.87 4.43 -0.81
H 2.04 5.66 -1.87
H -0.23 4.63 -1.96
H -0.55 2.33 -1.19
C -3.57 -3.40 -0.53
N -3.08 -2.27 -1.32
N -2.58 -1.20 -0.58
C -1.46 -0.72 -1.15
O -0.85 0.30 -0.71
C -1.21 -1.53 -2.30
C -2.17 -2.48 -2.33
C -2.30 -3.66 -3.22
C -3.34 -0.61 0.47
C -4.68 -0.34 0.29
C -5.40 0.24 1.32
C -4.77 0.56 2.52
C -3.42 0.29 2.68
C -2.69 -0.31 1.66
H -4.26 -3.03 0.23
H -2.74 -3.93 -0.05
H -4.12 -4.07 -1.19
H -0.37 -1.41 -2.96
H -1.56 -3.60 -4.02
H -3.30 -3.71 -3.67
H -2.12 -4.58 -2.67
H -5.16 -0.58 -0.66
H -6.46 0.45 1.19
H -5.33 1.01 3.32
H -2.93 0.53 3.61
H -1.65 -0.56 1.78
O -0.39 -2.56 0.55
Cl 0.99 -3.00 0.59
O 1.07 -4.37 0.94
O 1.71 -2.17 1.56
O 1.60 -2.76 -0.72
```

Results
LUMO in eV: 0.20
Gap between HOMO and LUMO in eV: 8.56


--- 2 ---
C23H22ClN3O5Pd as an isolated structure, computed with ωB97M-V/def2-TZVPD.

Geometry as XYZ:
```
55
C23H22ClN3O5Pd | the Open Molecules 2025 dataset | ωB97M-V/def2-TZVPD
Pd 0.54 -0.09 0.38
N 2.33 -0.76 -0.64
C 2.52 -0.58 -2.05
C 3.23 -1.55 -2.75
C 3.41 -1.45 -4.11
C 2.88 -0.36 -4.79
C 2.16 0.59 -4.09
C 1.96 0.51 -2.71
C 1.08 1.51 -2.05
C 0.96 2.80 -2.59
C 0.03 3.71 -2.14
C -0.85 3.35 -1.13
C -0.73 2.10 -0.54
C 0.24 1.21 -0.98
H 2.55 -1.71 -0.37
H 2.90 -0.12 -0.09
H 3.64 -2.40 -2.21
H 3.97 -2.21 -4.65
H 3.01 -0.26 -5.86
H 1.70 1.40 -4.64
H 1.64 3.09 -3.38
H -0.01 4.70 -2.57
H -1.60 4.04 -0.77
H -1.37 1.83 0.30
C -4.72 -2.40 3.20
N -3.33 -2.63 2.82
N -2.96 -2.42 1.50
C -1.62 -2.06 1.44
O -1.00 -1.92 0.38
C -1.20 -1.94 2.81
C -2.27 -2.25 3.59
C -2.40 -2.18 5.07
C -3.67 -3.05 0.44
C -4.24 -4.31 0.61
C -4.92 -4.90 -0.44
C -5.02 -4.25 -1.66
C -4.44 -3.00 -1.83
C -3.77 -2.39 -0.78
H -5.35 -2.60 2.34
H -4.88 -1.37 3.53
H -4.99 -3.09 4.00
H -0.22 -1.62 3.13
H -1.45 -1.91 5.51
H -2.72 -3.14 5.48
H -3.13 -1.42 5.37
H -4.13 -4.82 1.56
H -5.37 -5.87 -0.30
H -5.55 -4.71 -2.48
H -4.51 -2.49 -2.78
H -3.30 -1.42 -0.90
O 2.00 1.91 3.79
Cl 1.59 1.24 2.61
O 1.90 -0.19 2.68
O 2.23 1.79 1.43
O 0.14 1.33 2.43
```

Results
LUMO in eV: 0.03
Gap between HOMO and LUMO in eV: 8.04


Relative energy table, unit kcal/mol: 1 0.0; 2 26.5